(1)
DFT (ωB97M-V/def2-TZVPD) results for a 2-piece molecular cluster, C2H8NO3 overall in a non-equilibrium geometry.

Structure (XYZ):
```
14
Properties=species:S:1:pos:R:3:mulliken_charge:R:1
H -2.496 2.066 0.807 0.313
N 1.574 -0.147 -1.362 -0.327
H 1.326 -1.934 -0.173 0.342
H 0.955 0.635 -1.658 0.368
H -1.678 -0.774 1.435 0.381
H 2.472 0.328 -1.299 0.361
O -0.806 -1.116 1.185 -0.427
O -1.227 -0.144 -0.759 -0.510
C -0.444 -0.635 0.001 0.697
H -1.873 2.264 2.144 0.299
H 1.478 -0.731 -2.200 0.375
H 1.691 -0.508 0.604 0.298
O -1.978 1.589 1.467 -0.585
C 1.007 -0.892 -0.192 -0.585
```

The HOMO energy comes out at -15.0 eV. As for the total charge: +1. As for the LUMO energy: -3.970 eV. Its frontier orbital gap is 11.030 eV. The total energy is -361.230339 hartree. For the relative energy (zero: lowest compared OMol25 entry of this formula, charge and spin), the calculation gives 86.24 kJ/mol.



(2)
DFT (ωB97M-V/def2-TZVPD) results for C33H32CoNOP2 as an isolated structure in a non-equilibrium geometry.

Structure (XYZ):
```
70
Properties=species:S:1:pos:R:3:mulliken_charge:R:1
H 0.815 0.306 2.639 0.376
O 0.772 -3.066 1.886 -0.328
C -2.521 -2.752 2.075 -0.111
P -1.493 -0.308 1.058 0.538
C -2.270 0.676 -0.310 -1.141
H -2.325 -2.383 3.074 0.425
H 5.199 -4.212 0.416 0.381
C 3.301 1.950 0.896 -0.491
H 0.061 -4.088 -0.124 0.418
C 2.225 0.726 -2.227 -1.566
H -0.767 2.845 5.712 0.403
H 0.082 -1.735 3.313 0.080
Co 0.612 -0.626 0.264 0.185
H 3.974 -3.916 -3.673 0.402
C -2.245 -1.949 0.970 0.639
H 7.117 1.405 0.824 0.406
H 3.710 3.606 2.193 0.423
H 1.135 1.606 4.724 0.465
H -2.260 -1.814 -1.184 0.328
H 5.636 -0.105 -0.444 0.408
C 0.763 -3.291 -0.373 -1.416
H 2.975 -1.723 -3.223 0.282
C 4.045 -3.492 -2.679 -0.762
H -3.196 0.202 -0.642 0.427
H -2.532 1.659 0.092 0.583
H 2.226 2.099 0.912 0.340
C 0.918 -2.337 0.782 1.064
C -0.891 2.312 4.778 -0.466
C -2.289 1.611 2.956 -0.496
C -0.004 0.872 3.066 0.045
H 6.160 3.242 2.169 0.383
H 1.736 -3.744 -0.598 0.194
C 6.045 1.556 0.850 -0.715
C -3.046 -4.024 1.896 -0.699
C -1.431 1.217 -2.737 -1.250
H 0.955 -3.174 3.898 0.350
H 1.848 -1.819 3.145 0.262
C 4.733 -3.656 -0.387 -0.784
C -2.120 2.324 4.131 -0.779
H 0.436 -2.760 -1.269 0.326
C 5.508 2.594 1.596 -0.502
H 0.148 1.505 -4.308 0.480
C 4.670 -4.199 -1.666 -0.483
C 3.566 -1.680 -1.156 0.050
H -3.263 -4.645 2.756 0.412
P 2.622 -0.192 -0.674 1.770
C -3.033 -3.688 -0.481 -0.769
N 0.028 0.546 -1.161 0.620
H -2.951 2.878 4.548 0.402
H -3.231 -4.051 -1.481 0.394
H 4.199 -2.007 0.871 0.428
C 0.169 1.603 4.235 -1.233
C 3.486 -2.243 -2.424 -0.468
H 2.678 0.255 -3.099 0.562
C 5.211 0.706 0.134 -0.184
C 4.175 -2.414 -0.135 -0.390
C 3.833 0.895 0.154 0.040
C 4.134 2.797 1.612 -0.725
H 5.096 -5.174 -1.865 0.384
C 0.925 -2.400 3.135 -0.487
C 0.731 0.809 -2.304 0.479
C -1.226 0.888 2.398 0.407
C -1.284 0.807 -1.429 0.222
H -3.249 1.627 2.455 0.441
H -3.730 -5.479 0.475 0.385
H 2.665 1.722 -2.139 0.426
C -0.124 1.222 -3.302 -1.030
H -2.354 1.490 -3.227 0.472
C -2.497 -2.420 -0.318 -0.687
C -3.309 -4.493 0.617 -0.546
```

The HOMO energy (spin up / spin down) comes out at -6.6 / -6.6 eV. As for the total charge: 0. As for the LUMO energy (spin up / spin down): 0.490 / 0.499 eV. Its frontier orbital gap (spin up / spin down) is 7.099 / 7.067 eV. The total energy is -3472.080550 hartree.



(3)
DFT (ωB97M-V/def2-TZVPD) results for an isolated molecule of C22H20FN5O in a non-equilibrium geometry.

Structure (XYZ):
```
49
Properties=species:S:1:pos:R:3:mulliken_charge:R:1
H 2.940 0.178 1.537 0.430
F 4.721 -1.243 2.937 -0.250
C 6.845 -3.192 0.935 -0.216
H -2.087 -2.821 0.488 0.393
C 2.778 -1.939 0.772 0.566
H -4.862 1.592 0.455 0.459
H 6.408 -4.294 -0.877 0.350
H 2.128 -3.842 -0.137 0.232
C -2.158 -1.922 1.041 -0.346
C -1.719 0.275 0.167 -0.782
C 4.747 -3.198 -0.161 -0.476
H 0.328 5.083 -3.661 0.302
N 1.026 -0.376 1.089 -0.509
H -0.726 6.062 -2.537 0.264
C -4.574 -1.222 2.176 -0.968
H -5.012 -2.652 0.470 0.240
H 0.751 5.388 -1.838 0.286
N 0.528 -2.515 0.210 -0.563
H -1.977 2.815 -3.341 0.256
C -3.277 2.688 -0.205 -0.587
H -0.232 3.114 -4.067 0.317
C 1.765 -2.839 0.328 -0.319
H -0.468 1.953 -2.730 0.277
C -4.808 -1.626 0.799 -0.907
C 0.199 -1.302 0.544 0.286
H -0.189 1.435 -0.678 0.763
N -0.637 3.963 -2.173 0.104
N 6.389 -2.330 1.906 -0.578
H -1.918 -2.134 2.089 0.318
C -3.817 1.542 0.307 -0.475
H -5.596 -1.107 0.306 0.273
C -0.888 2.861 -3.148 -0.707
H 7.964 -3.458 0.959 0.327
N -1.209 -1.045 0.386 0.166
H -3.877 3.612 -0.497 0.333
C 5.976 -3.680 -0.073 -0.539
C 4.245 -2.405 0.874 0.646
C -3.035 0.334 0.600 0.568
H 4.086 -3.722 -0.806 0.299
O -0.965 4.860 -0.102 -0.665
C -1.907 2.684 -0.384 -0.172
C -0.028 5.218 -2.619 -0.809
C -3.454 -1.039 1.100 1.194
H -5.096 -0.485 2.649 0.331
H -4.410 -1.982 2.928 0.237
C 2.292 -0.676 1.243 -0.419
C -1.206 1.477 -0.294 -0.227
C 5.165 -1.997 1.918 0.399
C -1.149 3.910 -0.888 -0.103
```

The HOMO energy comes out at -7.8 eV. As for the total charge: 0. As for the LUMO energy: -0.105 eV. Its frontier orbital gap is 7.699 eV. The total energy is -1299.130741 hartree. For the relative energy (zero: lowest compared OMol25 entry of this formula, charge and spin), the calculation gives 317.17 kJ/mol.



(4)
DFT (ωB97M-V/def2-TZVPD) results for an isolated molecule of C5H9NO in a non-equilibrium geometry.

Structure (XYZ):
```
16
Properties=species:S:1:pos:R:3:mulliken_charge:R:1
O 1.210 0.100 0.775 -0.378
N -2.933 -1.874 0.682 -0.457
C -2.105 -1.063 0.612 0.043
H -1.528 0.220 -1.839 0.310
H 2.348 1.625 -0.017 0.235
H 2.248 0.137 -0.997 0.325
H -2.419 1.186 -0.659 0.355
H 3.217 0.154 0.510 0.236
H 0.654 -1.197 -0.767 0.301
H -0.736 1.579 -0.998 0.372
H 0.282 -1.747 0.902 0.299
H -0.394 0.595 1.009 0.179
C -1.000 -0.120 0.301 0.680
C 2.314 0.527 0.023 -0.652
C -1.439 0.751 -0.885 -1.296
C 0.317 -0.884 0.223 -0.554
```

The HOMO energy comes out at -10.4 eV. As for the total charge: 0. As for the LUMO energy: 0.820 eV. Its frontier orbital gap is 11.175 eV. The total energy is -325.835983 hartree. For the relative energy (zero: lowest compared OMol25 entry of this formula, charge and spin), the calculation gives 266.68 kJ/mol.



(5)
DFT (ωB97M-V/def2-TZVPD) results for an isolated molecule of C16H18N2O2 in a non-equilibrium geometry.

Structure (XYZ):
```
38
Properties=species:S:1:pos:R:3:mulliken_charge:R:1
H -0.418 2.945 0.466 0.393
C -0.409 -0.278 1.597 0.365
H 3.231 -3.334 -3.412 0.273
N 0.052 -0.803 4.958 -0.668
C -1.035 -0.073 2.881 0.069
C 1.305 -1.468 0.262 -0.702
H -0.958 -1.196 1.217 0.367
O -3.285 -0.195 3.663 -0.683
C 1.224 -1.085 -2.208 -0.282
H 3.241 -1.724 -4.040 0.344
C 0.112 0.529 -0.679 -0.080
H 1.369 -0.345 -4.166 0.550
C -0.613 0.828 0.618 1.620
H -2.328 1.789 -0.219 0.476
H -0.299 2.378 -1.626 0.471
C 2.536 -2.543 -3.628 -0.921
H 1.793 -2.762 -4.338 0.373
C -2.968 1.210 1.743 -0.771
H -4.126 1.152 1.644 0.326
N -0.467 -0.478 4.064 0.740
H 2.381 -1.634 0.134 0.417
O 1.934 -2.231 -2.315 -0.394
C -2.131 0.959 0.431 -1.102
H 0.388 1.785 -3.827 0.354
H 1.333 -1.524 2.383 0.425
C 0.489 1.124 -2.966 -1.411
H -0.692 2.309 2.169 0.501
C -2.463 0.317 2.860 0.177
H -2.539 0.057 0.032 0.520
C 1.048 -0.775 1.605 -1.415
C 1.051 -0.090 -3.222 -0.384
H 1.674 0.038 1.726 0.436
C 0.829 -0.646 -0.866 0.841
C -0.167 2.191 1.251 -1.794
C 0.048 1.422 -1.724 -0.584
H 0.689 -2.374 0.150 0.348
H -2.741 2.201 2.049 0.412
H 0.910 2.326 1.335 0.393
```

The HOMO energy comes out at -8.2 eV. As for the total charge: 0. As for the LUMO energy: 0.710 eV. Its frontier orbital gap is 8.888 eV. The total energy is -880.370313 hartree. For the relative energy (zero: lowest compared OMol25 entry of this formula, charge and spin), the calculation gives 431.85 kJ/mol.



What is the total charge in the first record? +1